Formula: C41H38BCdCl2N5O8S3
Source: OMol25
Level of theory: ωB97M-V/def2-TZVPD

Values from the calculation:
Net charge: -2
Energy above the lowest of the compared OMol25 structures with the same formula, charge and spin, kcal/mol: 18.32
E_HOMO, eV: -1.85
Total energy, hartree: -4768.4717
Spin multiplicity: 1
Frontier orbital gap, eV: 4.78

Geometry (Å):
Cd (-0.5856, -0.2862, -0.8810)
Cl (-1.3684, -2.7643, -2.9609)
C (-1.2296, -2.8441, -4.7007)
C (-1.9307, -3.8580, -5.3249)
C (-1.8736, -4.0007, -6.7045)
C (-1.0996, -3.1058, -7.4281)
C (-0.4090, -2.1014, -6.7764)
Cl (0.5375, -1.0352, -7.7941)
C (-0.4183, -1.8906, -5.3742)
S (0.4473, -0.6407, -4.5833)
H (-2.5199, -4.5306, -4.7156)
H (-2.4199, -4.7907, -7.2038)
H (-1.0226, -3.1794, -8.5051)
C (1.0026, -0.0199, 6.2273)
C (1.5572, 0.8433, 5.0839)
C (2.4165, 1.9694, 5.6738)
C (2.4465, -0.0380, 4.2065)
C (0.3860, 1.4319, 4.2982)
C (-0.5031, 2.3187, 4.9367)
C (-1.6089, 2.8408, 4.2951)
C (-1.8496, 2.4600, 2.9784)
S (-3.1434, 2.8718, 1.8998)
C (-2.4346, 1.8295, 0.6757)
N (-1.3375, 1.2538, 1.0379)
C (-0.9795, 1.5820, 2.3285)
C (0.1451, 1.0790, 2.9839)
C (-3.0647, 1.6148, -0.6372)
C (-4.2076, 2.3398, -0.9839)
C (-4.7981, 2.1381, -2.2178)
C (-4.2388, 1.2101, -3.0914)
C (-3.1010, 0.5015, -2.7320)
C (-2.4681, 0.6788, -1.4949)
H (1.8208, -0.4785, 6.7894)
H (0.3691, -0.8163, 5.8315)
H (0.4034, 0.5736, 6.9212)
H (3.2608, 1.5465, 6.2254)
H (1.8471, 2.5974, 6.3614)
H (2.8101, 2.6098, 4.8819)
H (3.2596, -0.4477, 4.8111)
H (2.8908, 0.5364, 3.3899)
H (1.8952, -0.8644, 3.7546)
H (-0.3266, 2.5979, 5.9689)
H (-2.2770, 3.5179, 4.8128)
H (0.7648, 0.3757, 2.4464)
H (-4.6327, 3.0700, -0.3020)
H (-5.6793, 2.7025, -2.5005)
H (-4.6874, 1.0484, -4.0663)
H (-2.6651, -0.1877, -3.4473)
C (0.4445, 4.9724, -4.2112)
N (0.1905, 3.6939, -3.5705)
C (-1.1802, 3.2348, -3.7588)
C (0.6418, 3.6914, -2.2238)
S (-0.3417, 4.1959, -0.9713)
N (1.9098, 3.2898, -2.0901)
C (2.5720, 3.2465, -0.7991)
C (2.7239, 2.8121, -3.2001)
H (-0.1552, 5.7788, -3.7633)
H (0.1967, 4.8886, -5.2706)
H (1.5010, 5.2378, -4.1280)
H (-1.3380, 3.0801, -4.8271)
H (-1.9202, 3.9376, -3.3577)
H (-1.3064, 2.2681, -3.2783)
H (1.9666, 3.7648, -0.0625)
H (3.5525, 3.7243, -0.8837)
H (2.7086, 2.2047, -0.5048)
H (2.0907, 2.5692, -4.0458)
H (3.2462, 1.9139, -2.8779)
H (3.4536, 3.5790, -3.4821)
O (1.9205, -2.1410, -1.6648)
B (1.5243, -0.8080, -1.4033)
O (2.6862, 0.0028, -1.5194)
C (3.7180, -0.8186, -1.8646)
C (5.0410, -0.5087, -2.0852)
C (5.8916, -1.5629, -2.4258)
C (5.4155, -2.8634, -2.5332)
C (4.0738, -3.1664, -2.2988)
C (3.2415, -2.1216, -1.9594)
H (5.4075, 0.5066, -2.0004)
H (6.9390, -1.3583, -2.6112)
H (6.0977, -3.6589, -2.8074)
H (3.6881, -4.1735, -2.3828)
O (0.5478, -1.8239, 1.9024)
C (-0.6391, -2.1015, 1.6920)
O (-1.3599, -1.8637, 0.6930)
C (-1.3598, -2.8268, 2.8350)
C (-2.7453, -2.8117, 2.9177)
C (-3.3562, -3.4222, 4.0005)
C (-2.6587, -4.0692, 5.0022)
C (-1.2817, -4.0680, 4.8743)
C (-0.6179, -3.4545, 3.8273)
N (-0.4950, -4.7436, 5.9233)
O (0.7145, -4.7559, 5.8114)
O (-1.1010, -5.2458, 6.8556)
N (-4.8282, -3.3948, 4.1038)
O (-5.3449, -4.0306, 5.0093)
O (-5.4453, -2.7491, 3.2834)
H (-3.3188, -2.3323, 2.1369)
H (-3.1532, -4.5451, 5.8313)
H (0.4606, -3.4322, 3.7693)